2 unconnected molecules or ions with the total composition C6H13O2P in a non-equilibrium geometry. Source: OMol25; level of theory: the ωB97M-V functional and the def2-TZVPD basis.

The calculation puts the energy relative to the best compared isomer or geometry (same formula, charge and spin) at 2.799 eV. Its HOMO energy is -9.59 eV. Its HOMO-LUMO gap is 8.9 eV. For the total energy, the calculation gives -728.16299 Eh. The LUMO energy comes out at -0.74 eV.

Atoms and positions in Å:
1 C 4.722235 -0.047769 -0.716838
2 C 3.390578 -0.522680 -0.140120
3 C 2.227260 0.143741 -0.319293
4 P 0.871917 -0.235410 0.861513
5 O 0.183969 1.045859 0.950732
6 H 5.501920 -0.736483 -0.807982
7 H 5.121830 0.939336 -0.170988
8 H 4.524432 0.258906 -1.728806
9 H 3.349211 -1.405846 0.369437
10 H 2.139911 1.075109 -0.825380
11 C -2.961899 1.212665 0.671587
12 C -2.983937 -0.250096 0.339042
13 C -2.354190 -0.819816 -0.884303
14 O -2.461659 -0.994563 1.449267
15 H -3.604156 1.338484 1.595581
16 H -1.993183 1.618373 0.929693
17 H -3.525799 1.562124 -0.179378
18 H -4.129748 -0.552372 0.373665
19 H -2.721689 -0.404775 -1.744938
20 H -2.534389 -1.948894 -0.931575
21 H -1.283853 -0.581046 -0.748239
22 H -1.478767 -0.694856 1.657319

Forces on the atoms, in the same order (eV/Å):
-1.030 2.977 1.078
0.071 2.861 -1.940
0.357 -1.381 1.399
1.877 -1.037 -0.987
-1.129 1.364 0.460
1.076 -1.322 0.462
-0.894 -2.273 -0.985
-0.123 0.405 -0.515
0.114 -2.323 1.572
0.108 0.695 -0.507
-1.454 -0.522 0.750
-2.365 -1.922 2.249
1.210 -1.704 1.651
2.832 0.371 1.149
0.599 -0.100 -1.065
0.173 0.238 -0.708
0.235 1.523 -0.211
2.083 0.482 -0.270
-0.753 1.178 -2.355
0.441 1.603 0.231
-0.239 -0.418 -0.680
-3.191 -0.694 -0.779

A molecular structure, C43H58MoN2P2Sb2Si2 in a non-equilibrium geometry. Source: OMol25; level of theory: the ωB97M-V functional and the def2-TZVPD basis.

The calculation puts the energy relative to the best compared isomer or geometry (same formula, charge and spin) at 0.322 eV. Its HOMO energy is -17.93 eV. Its HOMO-LUMO gap is 5.1 eV. The charge is +4. For the total energy, the calculation gives -3591.89611 Eh. The LUMO energy comes out at -12.83 eV.

Atoms and positions in Å:
1 Mo 0.241157 0.142635 -0.247121
2 C -1.782950 -4.475901 -0.173557
3 Si -1.271160 -3.065563 -1.241511
4 C -2.636603 -2.414716 -2.301741
5 C 0.226622 -3.616672 -2.197212
6 N -0.780460 -1.653769 -0.140442
7 P -0.976130 -1.740780 1.507283
8 C -0.275475 -0.096325 1.608516
9 P -1.083713 1.506348 1.556424
10 N -0.570345 1.799100 -0.080529
11 Si -0.913657 3.434151 -1.071657
12 C -1.752451 2.796550 -2.595961
13 C 0.774647 4.141195 -1.284345
14 C -2.000268 4.531058 -0.087283
15 C -0.331972 2.673101 2.636184
16 C 1.047184 2.572983 2.871566
17 C 1.672034 3.510725 3.669643
18 C 0.929941 4.550516 4.228589
19 C -0.435374 4.652324 3.995635
20 C -1.076666 3.717900 3.195999
21 C -2.833458 1.443160 1.602268
22 C -3.548224 1.339384 0.401383
23 C -4.930538 1.349668 0.435223
24 C -5.592136 1.442205 1.656596
25 C -4.880815 1.499057 2.851020
26 C -3.496581 1.496512 2.834721
27 C -2.588451 -1.823681 2.209211
28 C -3.736691 -1.954929 1.427494
29 C -4.970146 -2.081170 2.046904
30 C -5.056956 -2.059451 3.433506
31 C -3.919000 -1.880255 4.215208
32 C -2.680690 -1.758217 3.609203
33 C 0.093468 -2.973783 2.196647
34 C 1.405355 -3.053400 1.706024
35 C 2.255926 -4.045141 2.149795
36 C 1.804444 -4.974766 3.084541
37 C 0.503522 -4.915868 3.562397
38 C -0.359486 -3.923483 3.118336
39 H -2.282714 -5.198461 -0.829506
40 H -2.483977 -4.241904 0.626564
41 H -0.912072 -4.976111 0.257169
42 H -2.675155 -2.950145 -3.255303
43 H -2.533172 -1.348249 -2.511067
44 H -3.609310 -2.565542 -1.824974
45 H 0.199990 -4.710389 -2.250153
46 H 1.162903 -3.351715 -1.699819
47 H 0.250300 -3.284236 -3.238033
48 H -1.632360 1.720078 -2.740624
49 H -1.381019 3.307077 -3.489495
50 H -2.824556 3.004415 -2.538336
51 H 1.555160 3.391865 -1.173228
52 H 0.945459 4.921396 -0.538334
53 H 0.883877 4.605528 -2.269126
54 H -2.884129 4.048729 0.331395
55 H -2.356707 5.294137 -0.792149
56 H -1.455019 5.050272 0.702967
57 H 1.615829 1.744329 2.467175
58 H 2.731228 3.432720 3.878735
59 H 1.422546 5.282974 4.856151
60 H -1.003801 5.459137 4.439726
61 H -2.136975 3.815177 3.007606
62 H -3.037659 1.267919 -0.550061
63 H -5.496642 1.290977 -0.485208
64 H -6.674811 1.467620 1.678156
65 H -5.406641 1.555414 3.795645
66 H -2.947583 1.536698 3.768083
67 H -3.673574 -1.961461 0.345773
68 H -5.864763 -2.203601 1.449567
69 H -6.021478 -2.178554 3.911148
70 H -3.998573 -1.848792 5.294158
71 H -1.796327 -1.623341 4.223872
72 H 1.750282 -2.349596 0.957450
73 H 3.266980 -4.117194 1.768415
74 H 2.469738 -5.756056 3.429647
75 H 0.154067 -5.650672 4.275753
76 H -1.379540 -3.914091 3.474270
77 C -0.412972 -0.853616 -4.536596
78 Sb 0.902768 -0.580541 -2.899844
79 C 1.526767 1.425065 -3.311646
80 C 2.662178 -1.663211 -3.563145
81 C 3.794400 -0.717460 -3.785604
82 C 4.077356 -0.298222 -5.083161
83 C 5.113717 0.589117 -5.337527
84 C 5.878562 1.070833 -4.286190
85 C 5.609225 0.650252 -2.990857
86 C 4.573392 -0.241807 -2.725336
87 C 4.381039 -0.735105 -1.324781
88 Sb 3.026387 0.363407 -0.045095
89 C 3.687029 -0.359099 1.833518
90 C 3.855422 2.306110 -0.126593
91 H -0.656067 -1.904998 -4.662709
92 H 0.157370 -0.491762 -5.393779
93 H -1.320862 -0.268537 -4.417669
94 H 2.023649 1.357288 -4.281174
95 H 2.242551 1.816342 -2.594480
96 H 0.669186 2.087700 -3.379474
97 H 2.300540 -2.099144 -4.494878
98 H 2.854487 -2.467343 -2.859126
99 H 3.493025 -0.688543 -5.910689
100 H 5.335333 0.885331 -6.354820
101 H 6.700529 1.748935 -4.475685
102 H 6.242444 0.993449 -2.177853
103 H 5.289172 -0.602196 -0.732711
104 H 4.080867 -1.778923 -1.247982
105 H 4.611191 0.168850 2.067893
106 H 3.887983 -1.423722 1.745844
107 H 2.948235 -0.187065 2.612383
108 H 4.866149 2.189184 0.264826
109 H 3.290757 3.001401 0.489623
110 H 3.894528 2.650971 -1.157600

Forces on the atoms, in the same order (eV/Å):
-1.135 0.082 1.581
0.000 -0.136 0.174
0.023 0.214 0.179
-0.196 0.020 -0.127
0.146 -0.023 -0.156
-0.009 -0.120 -0.199
0.436 -0.223 -0.035
0.154 0.135 -1.488
0.512 0.129 -0.081
0.004 0.063 -0.130
0.059 -0.174 0.005
-0.125 -0.080 -0.114
0.165 0.150 -0.023
-0.101 0.081 0.250
0.074 0.050 0.073
-0.098 0.007 0.146
0.009 0.019 0.029
0.022 0.006 0.001
-0.010 -0.014 -0.005
0.058 0.030 -0.046
-0.175 -0.088 -0.090
-0.087 0.037 0.116
-0.015 -0.001 0.029
-0.020 0.014 -0.008
-0.002 -0.001 -0.005
-0.029 -0.030 -0.034
-0.144 0.061 0.144
0.020 0.032 0.003
-0.002 -0.002 0.001
-0.023 -0.012 0.019
0.021 -0.008 -0.030
-0.059 -0.010 -0.046
0.115 -0.058 0.029
-0.112 -0.040 0.114
0.027 -0.022 -0.010
0.002 -0.023 0.017
-0.014 0.014 -0.010
0.034 -0.001 -0.053
0.031 0.013 0.031
-0.045 -0.023 0.009
-0.058 -0.019 0.010
-0.016 0.042 0.039
-0.007 0.032 -0.062
0.050 0.025 -0.040
-0.014 0.043 0.036
-0.005 -0.094 0.007
0.070 -0.049 0.068
-0.001 -0.011 -0.063
-0.022 -0.022 0.043
0.036 -0.042 -0.016
0.059 0.007 -0.040
0.028 -0.038 -0.015
0.000 -0.018 0.053
-0.018 0.047 -0.036
0.024 -0.016 0.053
-0.062 -0.006 -0.020
0.016 -0.021 -0.039
-0.021 0.006 -0.012
-0.013 -0.025 -0.010
0.012 -0.015 -0.012
-0.023 -0.026 -0.002
0.028 0.014 -0.023
0.000 0.012 0.010
0.021 -0.006 -0.002
0.007 0.007 -0.027
0.015 0.043 -0.019
0.021 -0.021 0.028
0.023 -0.010 0.013
0.015 0.003 -0.002
0.002 -0.009 -0.017
-0.001 -0.031 -0.018
0.013 0.071 -0.075
-0.022 0.007 0.010
-0.011 0.015 -0.004
0.002 0.017 -0.015
-0.012 0.020 0.011
-0.060 0.006 0.071
0.221 0.034 -0.307
-0.086 -0.028 0.047
-0.114 0.084 0.086
-0.091 -0.134 -0.138
-0.018 0.058 -0.063
-0.044 -0.043 -0.059
0.030 0.015 0.077
0.056 0.082 0.026
0.081 -0.029 0.206
-0.134 0.085 0.023
0.359 -0.069 0.111
-0.018 0.082 0.010
-0.101 0.018 -0.011
-0.012 0.031 -0.024
-0.067 -0.024 -0.021
-0.006 0.012 -0.023
-0.007 0.017 -0.009
0.060 -0.016 -0.008
-0.007 0.014 -0.039
0.093 -0.060 -0.012
0.042 -0.003 0.002
0.043 0.004 0.028
-0.014 -0.002 0.032
-0.021 -0.017 0.013
-0.021 -0.024 -0.055
0.063 -0.076 -0.058
0.044 -0.030 -0.037
0.000 -0.031 0.029
0.019 -0.028 0.034
-0.003 -0.022 0.008
0.008 0.067 -0.021
0.014 0.008 0.011
0.044 0.021 -0.001

A molecular structure, C4H7Cl2N2OS in a non-equilibrium geometry. Source: OMol25; level of theory: the ωB97M-V functional and the def2-TZVPD basis.

Its HOMO energy is -12.82 eV. Its HOMO-LUMO gap is 7.7 eV. The charge is +1. For the total energy, the calculation gives -1659.58226 Eh. The LUMO energy comes out at -5.12 eV.

Atoms and positions in Å:
1 N -0.312873 -0.196366 -0.773400
2 C 0.651912 0.140594 -0.058870
3 C 2.061062 -0.458772 -0.188379
4 S 2.500249 -1.235262 1.400428
5 N 1.079002 -1.896394 1.998427
6 C 1.085942 -3.139003 1.833743
7 O 1.035957 -4.198585 1.436907
8 H -0.042336 -0.913491 -1.447320
9 H 0.543476 0.884419 0.727305
10 H 2.774674 0.354730 -0.331891
11 H 2.130192 -1.187433 -0.989600
12 H 2.717827 -0.184682 2.225731
13 C -3.228610 2.263640 -1.127444
14 Cl -2.522073 3.638212 -0.263031
15 Cl -4.161667 2.782554 -2.532076
16 H -2.427404 1.615035 -1.460474
17 H -3.885328 1.730804 -0.450056

Forces on the atoms, in the same order (eV/Å):
-0.355 -0.061 -0.247
0.814 -0.231 0.099
-1.029 0.974 0.760
0.706 -0.633 -0.241
0.632 0.350 0.386
-0.157 0.939 -1.288
-0.177 -1.105 0.670
-0.208 -0.019 -0.142
-0.156 0.160 -0.014
0.298 -0.137 0.033
0.188 -0.289 0.142
-0.586 0.098 -0.172
-0.043 -0.077 -0.051
0.078 -0.060 0.059
0.009 -0.048 0.006
0.036 0.055 -0.017
-0.049 0.084 0.018

A molecular structure, C5H6O in a non-equilibrium geometry. Source: OMol25; level of theory: the ωB97M-V functional and the def2-TZVPD basis.

The calculation puts the energy relative to the best compared isomer or geometry (same formula, charge and spin) at 6.046 eV. Its HOMO energy is -9.30 eV. Its HOMO-LUMO gap is 10.2 eV. For the total energy, the calculation gives -269.12407 Eh. The LUMO energy comes out at 0.89 eV.

Atoms and positions in Å:
1 C 1.822024 -0.530184 -0.337751
2 C 0.929592 -1.064451 0.510107
3 C 0.996062 0.735049 -0.524599
4 C -0.009851 0.132665 0.284464
5 C -2.096989 0.172270 0.050257
6 O 0.715176 1.302008 0.685110
7 H 2.815314 -0.863893 -0.641725
8 H 0.936991 -1.751071 1.317083
9 H 1.034074 1.289705 -1.542658
10 H -2.643598 -0.678131 0.717010
11 H -2.210683 0.190229 -1.010219
12 H -2.288108 1.065803 0.492919

Forces on the atoms, in the same order (eV/Å):
0.476 -0.904 0.668
-0.160 1.196 -0.406
1.254 -0.033 -5.188
-4.623 -0.517 0.113
3.362 -3.790 1.918
-0.591 1.150 1.891
-0.181 0.315 0.132
0.018 -0.923 0.195
-0.582 -0.560 2.122
1.717 1.795 -2.084
-0.188 -0.419 -0.476
-0.502 2.690 1.116